[1]
This record from the OMol25 dataset describes 40 unconnected molecules or ions with the total composition H80O40 in a non-equilibrium geometry. The level of theory is ωB97M-V/def2-TZVPD.

ORCA input file:
```
! wB97M-V def2-TZVPD RIJCOSX def2/J DEFGRID3
* xyz 1 2
O 4.02318 -4.29421 1.85079
O -6.21482 -0.17018 -3.35062
O 2.72963 0.12545 1.30602
O -3.93161 0.14976 1.72306
O -2.03055 4.81129 2.55002
O 0.94269 -1.95345 4.45988
O -2.89115 0.44784 -2.78429
O 2.65884 3.10014 -0.81522
O 1.12935 2.70958 4.54544
O -1.38339 -2.14413 -2.89661
O -2.96406 2.40601 5.21632
O -1.45795 2.03788 -0.83783
O -2.74813 -2.38514 -0.26188
O -2.79470 4.01908 0.21442
O -4.62894 -0.65857 -1.02732
O 1.03931 4.96929 2.45277
O -0.47281 -3.25387 2.73928
O 5.30656 -2.42033 3.24670
O 3.09742 4.13877 -3.51603
O 0.43771 3.64021 -1.71867
O -2.78531 -4.74285 -2.87217
O -1.50686 -5.56775 -0.60822
O 1.38269 6.01987 -2.02841
O 2.86251 -3.60432 4.59814
O 0.76809 -2.27854 -0.51632
O -1.02377 -0.57948 1.12073
O -1.33834 2.98893 -3.27143
O -1.04216 1.87364 2.12230
O 0.44934 -0.31472 -3.79995
O 3.99177 0.18479 -5.62412
O 2.19272 -4.57827 -2.10213
O 0.22613 -4.59473 -4.86441
O 3.48629 3.34406 2.36585
O 2.96622 -0.63951 6.02585
O -1.90541 -1.73009 -5.66728
O 1.21152 -4.03369 1.57602
O 1.02961 0.25186 -1.41350
O -3.67529 3.02490 -4.03722
O 5.30880 -0.52703 1.32423
O -1.41241 0.06589 5.34946
H -2.84296 3.19109 4.83268
H 3.38175 -3.02894 5.06517
H 4.29458 3.32914 2.89850
H 3.69470 1.09291 -5.85932
H -2.36333 -3.33182 -0.29786
H 2.17850 4.07096 -3.77064
H 1.15575 5.14502 -1.71393
H -1.80646 -0.66215 1.76593
H -2.83200 -2.22743 -5.91253
H -3.91769 -0.60027 -1.79558
H 3.02158 -0.01879 5.27010
H -1.78500 4.77453 3.52345
H -4.20360 3.49222 -3.53276
H 2.03422 3.60375 -1.54448
H -1.80624 -1.85636 -2.10276
H 1.24270 -3.92421 2.49579
H 0.65587 -2.88552 4.26039
H -1.31490 -1.12223 0.36036
H 0.08589 -1.39190 4.18593
H -2.01373 3.01532 -2.62943
H -2.51382 1.21648 -2.18080
H -0.60884 -0.00844 5.96170
H -5.61873 0.11917 -4.04116
H -1.54468 1.08791 1.96844
H 2.26436 -1.32950 5.89531
H -0.79402 1.40722 -0.69820
H 0.51925 -0.38565 -4.77999
H 0.37226 3.67953 -2.66664
H -6.22672 0.54914 -2.78484
H 5.09234 -3.03264 2.55868
H -1.05723 -1.31264 -3.19368
H 0.33155 -2.93698 -1.00709
H 2.17101 5.82809 -2.71220
H 5.79634 -1.30569 1.30337
H 3.40336 0.47415 1.99653
H 3.95504 -3.92010 0.89392
H -4.88290 0.05020 2.04338
H -2.76205 4.93152 0.30080
H -1.85199 -5.22276 -2.71895
H 3.16409 2.53797 -1.36414
H 4.68223 0.25768 -5.03802
H -2.07523 -2.28202 -4.85314
H 2.10350 -3.74824 -1.62000
H -3.74302 0.83032 -2.94791
H -3.11018 -2.52922 0.55979
H -1.61482 3.27728 -4.09451
H -1.22583 5.18274 2.25310
H -1.64688 -6.53212 -0.35188
H 1.25679 3.26984 3.81926
H -0.71845 -2.58046 3.41083
H -3.35472 1.93042 4.52638
H -0.96197 -5.32052 0.10294
H 3.13329 3.35751 -2.80919
H -1.81456 2.53101 2.11151
H -1.72549 2.70999 -0.15941
H 4.56965 -2.13004 3.54971
H 3.61030 -4.00287 4.14488
H 5.79178 0.18302 0.97618
H 0.12988 2.86850 -1.32456
H 1.87854 5.41914 2.64734
H 1.25000 4.38592 1.80607
H -2.41739 -3.85827 -2.76957
H 1.89907 0.05788 1.70794
H -3.50326 3.07966 -4.91742
H -1.08384 -4.03974 2.97188
H 1.92070 -3.44747 1.37517
H -1.99579 0.80651 5.80856
H 3.86856 -5.21076 1.68165
H -0.72381 -4.32831 -4.97125
H -2.19702 3.88620 -0.66400
H -4.55067 -1.70383 -1.05110
H 0.74895 0.65252 -3.61127
H 0.33875 -2.37823 0.36045
H -4.27121 0.00207 0.79245
H 1.65967 -4.56207 -2.84761
H 3.58587 3.79049 1.58988
H 1.18008 -0.32298 -0.76040
H 0.75097 1.84682 4.31360
H 0.86011 -3.82834 -4.97093
H 0.41450 -0.45070 -1.79458
*
```

Calculated values
⟨S²⟩	0.756
E_LUMO (spin up / spin down)	-2.70 / -10.18	eV

=====

[2]
This record from the OMol25 dataset describes a molecular structure, H8NaO4 in a non-equilibrium geometry. The level of theory is ωB97M-V/def2-TZVPD.

ORCA input file:
```
! wB97M-V def2-TZVPD RIJCOSX def2/J DEFGRID3
* xyz 1 1
Na 12.22189 -4.85163 -1.48366
O 12.98390 -3.62292 -1.00770
O 11.15427 -4.25423 -2.73164
O 12.42551 -5.08837 0.27578
O 13.53454 -5.72543 -1.60441
H 12.79181 -2.79270 -0.57176
H 13.90738 -3.55814 -1.25107
H 11.97732 -5.89115 0.54204
H 11.12400 -4.62718 -3.61267
H 12.06665 -4.41153 0.84965
H 13.99649 -6.51276 -1.31636
H 10.46542 -3.58964 -2.72856
H 14.17643 -5.02189 -1.50831
*
```

Calculated values
E_LUMO	-3.73	eV

=====

E across the listed records, respectively: -3056.7959 -467.5487 Ha.
Energy above the lowest of the compared OMol25 structures with the same formula, charge and spin across the listed records, respectively: 317.8 232.9 kcal/mol.